# 1
Density functional theory data (ωB97M-V with the def2-TZVPD basis set) for C33H25AsN6O4P2S5Se2Ta as an isolated structure.

## Properties
- Energy above the lowest of the compared OMol25 structures with the same formula, charge and spin: 0.107 eV
- Electronic energy: -317605.0389 eV
- Lowest unoccupied orbital energy: 1.11 eV

Structure (ORCA input):
```
! RIJCOSX wB97M-V def2-TZVPD def2/J DEFGRID3
* xyz -1 1
Ta 0.92799 2.87465 0.52867
Se -2.06699 -3.68466 0.21504
P -3.05388 -1.83371 0.33480
C -3.90987 -1.36231 -1.20096
C -4.14635 -2.32082 -2.17814
C -4.79183 -1.96570 -3.35481
C -5.18457 -0.65177 -3.56216
C -4.94525 0.30917 -2.58745
C -4.31738 -0.04335 -1.40325
C -4.32208 -1.79802 1.62514
C -5.67367 -1.85532 1.31473
C -6.61639 -1.90002 2.33396
C -6.20846 -1.88446 3.65771
C -4.85478 -1.82799 3.96863
C -3.91323 -1.78897 2.95650
C -2.03830 -0.40199 0.72938
C -0.72388 -0.01920 0.48450
N -0.64166 1.27288 0.88462
N -1.82638 1.65433 1.35078
N -2.67050 0.66695 1.26677
P 0.74283 -0.84299 -0.11880
Se 2.37290 0.56725 -0.22358
C 1.19824 -2.10359 1.09287
C 1.43717 -1.63446 2.38431
C 1.80397 -2.51959 3.38320
C 1.95725 -3.86908 3.09116
C 1.72958 -4.33296 1.80500
C 1.33856 -3.45419 0.80503
C 0.40520 -1.56247 -1.73090
C 1.32553 -2.43446 -2.31226
C 1.10548 -2.91324 -3.59105
C -0.01454 -2.50347 -4.30557
C -0.90483 -1.60325 -3.74545
C -0.69691 -1.13113 -2.45804
H -3.80258 -3.33494 -2.01486
H -4.97208 -2.71454 -4.11576
H -5.67177 -0.37124 -4.48761
H -5.24001 1.33729 -2.75153
H -4.13266 0.70488 -0.64211
H -5.99610 -1.86031 0.28122
H -7.66994 -1.94087 2.08889
H -6.94424 -1.91148 4.45142
H -4.53415 -1.80716 5.00195
H -2.85799 -1.74271 3.19682
H 1.33810 -0.57711 2.60750
H 1.97517 -2.15242 4.38652
H 2.25027 -4.56064 3.87093
H 1.83503 -5.38606 1.57873
H 1.11483 -3.83038 -0.18267
H 2.22042 -2.72508 -1.77581
H 1.81688 -3.59582 -4.03765
H -0.17825 -2.87297 -5.30993
H -1.76020 -1.25012 -4.30538
H -1.38501 -0.40989 -2.03875
S 2.62978 5.85897 2.78489
As 1.12189 4.50133 3.17611
S -0.36903 4.57618 1.32962
S 1.86553 2.39880 2.63191
S -0.05055 4.39953 4.86829
C 6.36204 1.03072 1.20274
C 5.89558 2.24682 0.48512
N 4.64171 2.57202 0.28714
C 4.66100 3.73853 -0.42264
C 5.95691 4.12804 -0.66725
N 6.72327 3.16463 -0.07505
C 6.64880 5.24152 -1.35959
O 5.90032 6.14753 -1.95412
O 7.85942 5.27116 -1.37648
C 3.41680 4.42778 -0.80937
O 3.40949 5.39452 -1.55008
O 2.32915 3.92069 -0.29828
H 5.52894 0.62986 1.77513
H 7.18460 1.26002 1.88061
H 6.69700 0.26621 0.49934
H 7.73083 3.19688 -0.07750
H 4.93037 5.94336 -1.83662
S -0.92280 2.37482 -3.94230
C -0.38468 2.54746 -2.45100
N 0.00498 2.66213 -1.34292
*
```

# 2
Density functional theory data (ωB97M-V with the def2-TZVPD basis set) for a 13-piece molecular cluster, C34H50BrClN14O29S overall in a non-equilibrium geometry.

## Properties
- Electronic energy: -209673.5002 eV
- Lowest unoccupied orbital energy: -0.80 eV

Structure (ORCA input):
```
! RIJCOSX wB97M-V def2-TZVPD def2/J DEFGRID3
* xyz 0 1
N 2.49957 5.95246 -2.42739
C 2.05634 4.93411 -3.33285
O 1.44702 5.26100 -4.32619
C 2.33035 3.44997 -3.06447
C 1.00479 2.66804 -3.26784
C 0.66699 1.72397 -2.15814
C 0.40320 2.14033 -0.90624
C 0.45713 3.58611 -0.50980
C -0.90064 4.28351 -0.53103
O -1.00745 5.45118 -0.30014
Cl -2.31559 3.25081 -0.88293
C 0.07371 1.27924 0.03595
C -0.02117 -0.03054 -0.17538
C -0.40577 -0.98092 0.90662
C -1.29746 -0.33670 1.94137
O -0.96849 -0.22574 3.08867
Br -3.03986 0.35652 1.39288
C 0.25452 -0.46745 -1.41025
C 0.59383 0.39558 -2.36553
C 0.89138 -0.20113 -3.70096
O 1.84205 0.13341 -4.37311
C -0.05801 -1.27831 -4.09032
C -0.55384 -1.38669 -5.33271
N -0.19413 -0.41246 -6.32720
C 0.75858 -0.69724 -7.02833
S 2.15880 -0.91834 -7.62259
C -1.39341 -2.39792 -5.59547
C -1.70515 -3.24828 -4.62726
C -1.21852 -3.15159 -3.39703
C -0.39850 -2.13781 -3.12891
C 0.16584 -1.90371 -1.78191
O 0.50631 -2.79793 -1.03378
H 3.38177 5.66375 -2.02658
H 1.82263 6.11725 -1.69517
H 2.75190 3.28415 -2.09285
H 3.00890 3.13609 -3.84161
H 0.19613 3.38851 -3.31686
H 1.02324 2.19817 -4.23038
H 0.80541 3.62246 0.50403
H 1.16792 4.14545 -1.07994
H -0.12572 1.63270 1.03195
H 0.44327 -1.34745 1.46030
H -0.92220 -1.85723 0.54463
H -1.78755 -2.45698 -6.58863
H -2.36809 -4.05052 -4.87376
H -1.48225 -3.85672 -2.64195
C -5.02307 -0.35541 -6.18321
N -5.00572 -1.65232 -5.45333
O -5.61292 -1.72156 -4.40968
O -4.37510 -2.55424 -5.96037
H -5.61768 0.35002 -5.61637
H -3.99427 -0.01802 -6.27108
H -5.45835 -0.53758 -7.16059
C 4.32090 4.53815 2.73398
N 3.70189 4.88432 1.43162
O 2.52165 4.65115 1.26285
O 4.42842 5.38870 0.60492
H 3.56697 4.09600 3.37474
H 5.12240 3.83343 2.53240
H 4.71311 5.46759 3.16258
C -0.56702 -3.81962 3.94958
N -0.65541 -5.23811 3.51136
O -1.57367 -5.53808 2.77629
O 0.18457 -5.99868 3.92922
H -1.38295 -3.27168 3.50165
H -0.64629 -3.81445 5.02995
H 0.39385 -3.42928 3.62542
C 8.23371 6.79822 2.65802
N 7.14660 6.12407 3.41752
O 6.09858 6.72051 3.55430
O 7.37101 5.01565 3.85128
H 7.87714 7.76986 2.34052
H 9.08531 6.89139 3.32449
H 8.47191 6.17001 1.80451
C -3.55180 -1.13097 4.77757
N -3.68935 -2.30989 5.67761
O -4.41391 -2.19710 6.64093
O -3.06643 -3.30964 5.39194
H -4.17102 -0.33383 5.17028
H -2.50713 -0.84272 4.77059
H -3.88178 -1.42764 3.78632
C -3.98329 -6.57690 0.98521
N -4.49604 -6.52582 -0.41021
O -5.68761 -6.68459 -0.58021
O -3.69223 -6.33008 -1.29145
H -4.81916 -6.75791 1.64703
H -3.26143 -7.38527 1.04046
H -3.51513 -5.62347 1.20515
C 6.62088 3.12051 -1.13322
N 6.06811 4.30392 -1.84149
O 6.82570 5.19675 -2.14088
O 4.87598 4.29246 -2.06470
H 7.68522 3.26608 -0.99747
H 6.11181 3.05383 -0.19243
H 6.41802 2.25175 -1.75463
C 8.82776 1.23942 2.42292
N 8.27272 2.42719 1.72185
O 9.03371 3.31377 1.41843
O 7.07790 2.42833 1.49495
H 9.89303 1.38409 2.55100
H 8.32417 1.16581 3.38162
H 8.62178 0.37044 1.80555
C -7.73610 -5.65850 2.54930
N -6.58482 -4.94336 3.16169
O -5.66523 -5.60473 3.58252
O -6.63883 -3.72822 3.19584
H -7.54494 -6.71876 2.58733
H -8.62325 -5.40169 3.12104
H -7.81816 -5.31350 1.52228
C -9.10500 -8.51472 -0.07228
N -9.17194 -9.13775 1.27944
O -9.81623 -10.14965 1.40483
O -8.56400 -8.57639 2.16944
H -9.68701 -9.11834 -0.75716
H -9.51479 -7.51293 0.00989
H -8.06001 -8.48431 -0.36737
C -7.57113 -2.16258 5.85955
N -8.90465 -2.58262 6.37024
O -8.94139 -3.22577 7.39499
O -9.87049 -2.25089 5.71643
H -6.80915 -2.52627 6.53776
H -7.45394 -2.59565 4.86909
H -7.56612 -1.07776 5.81537
C 9.15608 7.55271 -4.01643
N 10.38306 7.34756 -3.19869
O 11.38697 6.98276 -3.76824
O 10.28995 7.56102 -2.00953
H 9.38738 7.32584 -5.04961
H 8.39231 6.88294 -3.63092
H 8.85762 8.58986 -3.90292
*
```

# 3
Density functional theory data (ωB97M-V with the def2-TZVPD basis set) for a 2-piece molecular cluster, CH2N4O3 overall in a non-equilibrium geometry.

## Properties
- Energy above the lowest of the compared OMol25 structures with the same formula, charge and spin: 2.784 eV
- Electronic energy: -13164.2923 eV
- Lowest unoccupied orbital energy (spin up / spin down): -0.42 / -1.50 eV

Structure (ORCA input):
```
! RIJCOSX wB97M-V def2-TZVPD def2/J DEFGRID3
* xyz 0 1
C 1.63056 1.06799 -0.53325
N 2.71035 1.19489 -0.20003
N 0.39832 0.70878 -0.88430
N -0.31028 -0.41866 -0.73904
N -1.42064 -0.05505 1.39860
O -1.16503 1.11895 1.66481
O -1.92407 -0.96693 1.99502
O 0.45796 -1.58990 -0.54704
H -0.18204 1.26030 -1.43384
H -0.19515 -2.32037 -0.72094
*
```

# 4
Density functional theory data (ωB97M-V with the def2-TZVPD basis set) for C44H49BrCl2KN11O3STe as an isolated structure.

## Properties
- Energy above the lowest of the compared OMol25 structures with the same formula, charge and spin: 0.298 eV
- Electronic energy: -198498.9946 eV
- Lowest unoccupied orbital energy: 3.75 eV

Structure (ORCA input):
```
! RIJCOSX wB97M-V def2-TZVPD def2/J DEFGRID3
* xyz -2 1
K 0.13805 -0.41174 -0.01053
C -4.24304 2.72293 0.76459
O -4.18699 2.05611 2.01999
C -2.97855 2.11386 2.69151
C -3.02341 2.51352 4.00304
C -1.87182 2.49526 4.79858
C -0.68753 2.09951 4.20721
C -0.58769 1.73155 2.85833
C 0.78948 1.41474 2.43125
N 1.27975 1.63270 1.27659
N 2.64660 1.41078 1.09706
C 3.08957 0.21313 0.82847
O 2.53461 -0.93206 0.79984
C 4.55489 0.24273 0.42877
C 5.45145 1.18620 0.92668
C 6.77921 1.18311 0.52444
C 7.23283 0.24518 -0.39657
C 6.34257 -0.68493 -0.91456
C 5.01680 -0.68462 -0.50178
C -1.77033 1.67422 2.02746
O -1.82589 1.27067 0.82932
H -5.29579 2.95392 0.58634
H -3.84771 2.10245 -0.03801
H -3.67723 3.65944 0.79826
H -3.98506 2.81127 4.40843
H -1.90586 2.79561 5.83845
H 0.22290 2.08669 4.80069
H 1.44889 1.02509 3.21716
H 5.08234 1.92299 1.62863
H 7.46553 1.91849 0.92916
H 8.26933 0.24514 -0.71274
H 6.67619 -1.40730 -1.65060
H 4.29689 -1.37525 -0.92824
N 3.68400 -3.60918 0.84678
N 2.51066 -3.93444 0.17711
N 2.15942 -3.37780 -0.95634
C 0.95903 -3.92502 -1.14519
N 0.64492 -4.79270 -0.17365
N 1.65676 -4.78561 0.66582
H 3.43536 -3.65957 1.83018
H 3.78726 -2.60748 0.66626
H 0.27379 -3.66205 -1.94094
Cl -6.84911 -1.38136 1.51799
C -5.40760 -0.65110 0.74598
Cl -4.85457 -1.56790 -0.64395
H -4.61740 -0.59282 1.48700
H -5.70092 0.33963 0.42328
C 4.25297 3.63985 -2.47529
C 3.27305 3.50859 -1.32803
N 2.14633 2.69575 -1.75873
C 2.35314 1.52079 -2.46979
N 1.45018 0.61959 -2.39609
C 1.59556 -0.63065 -3.11698
C 2.53184 -0.52890 -4.31307
C 3.79842 0.18284 -3.88133
N 3.48301 1.47214 -3.28680
C 4.65679 2.24955 -2.92066
H 5.13568 4.20292 -2.16403
H 3.77988 4.16722 -3.30848
H 2.89061 4.48696 -1.02961
H 3.76235 3.06246 -0.45452
H 1.48303 2.51255 -1.01216
H 0.60218 -0.96174 -3.43738
H 1.96599 -1.39551 -2.42508
H 2.04887 0.03761 -5.11490
H 2.77122 -1.52048 -4.70240
H 4.46505 0.36682 -4.73003
H 4.34947 -0.44281 -3.16635
H 5.31098 2.29242 -3.79703
H 5.22092 1.75136 -2.11739
C -1.77005 2.67991 -2.39654
Te -2.20217 0.57576 -2.43346
C -1.69969 0.93389 -4.48899
C -2.27406 2.28958 -4.77934
C -2.78838 2.67286 -6.00815
C -3.34475 3.93816 -6.17967
C -3.38320 4.82497 -5.11665
C -2.86363 4.44910 -3.88024
C -2.30993 3.19071 -3.70057
H -0.68033 2.77216 -2.37128
H -2.18266 3.16443 -1.51467
H -2.05787 0.12343 -5.11835
H -0.60631 0.96709 -4.52304
H -2.77349 1.96963 -6.83331
H -3.76043 4.22057 -7.14011
H -3.82905 5.80517 -5.24128
H -2.90410 5.13528 -3.04140
N -1.73862 -2.16524 0.96276
S -1.40052 -2.23108 2.48145
C -1.11947 -3.92193 3.05091
C -0.63464 -4.12954 4.33547
C -0.38869 -5.42232 4.76806
C -0.61841 -6.49529 3.91362
C -1.08541 -6.27353 2.62716
C -1.33643 -4.98001 2.18920
C -2.86408 -1.93784 3.49070
C -2.88446 -0.81992 4.30644
C -4.03174 -0.54305 5.04274
C -5.13716 -1.37156 4.94912
C -5.11164 -2.48368 4.11174
C -3.97382 -2.76829 3.37908
H -2.54743 -2.72595 0.69611
H -0.45409 -3.28259 4.98843
H -0.00733 -5.59469 5.76719
H -0.41312 -7.50482 4.24843
H -1.23146 -7.10326 1.94772
H -1.64200 -4.78619 1.16930
H -2.03467 -0.14691 4.34449
H -4.05479 0.34425 5.66206
H -6.03478 -1.14342 5.51078
H -5.98580 -3.11454 4.01676
H -3.94731 -3.62644 2.71663
Br -2.33209 -2.79817 -3.57070
*
```

# 5
Density functional theory data (ωB97M-V with the def2-TZVPD basis set) for C3H4O3Pd as an isolated structure in a non-equilibrium geometry.

## Properties
- <S²>: 2.006
- Energy above the lowest of the compared OMol25 structures with the same formula, charge and spin: 0.000 eV
- Electronic energy: -12793.4295 eV
- Lowest unoccupied orbital energy (spin up / spin down): 0.30 / -2.38 eV

Structure (ORCA input):
```
! RIJCOSX wB97M-V def2-TZVPD def2/J DEFGRID3
* xyz 0 3
O 0.39868 -0.06383 -0.83148
C 0.65321 -0.96660 0.18849
O 0.25230 -0.61387 1.34455
O 1.19714 -2.00532 -0.12849
C -0.06530 1.18953 -0.51098
H 0.69713 1.89063 -0.15397
C -1.33192 1.56623 -0.78429
H -2.03383 0.86180 -1.23777
H -1.61207 2.60944 -0.62971
Pd -0.94370 0.64763 1.59673
H -2.19332 1.45883 1.25694
*
```

# 6
Density functional theory data (ωB97M-V with the def2-TZVPD basis set) for a 2-piece molecular cluster, C4H8INO3 overall in a non-equilibrium geometry.

## Properties
- Energy above the lowest of the compared OMol25 structures with the same formula, charge and spin: 4.212 eV
- Electronic energy: -20006.0485 eV
- Lowest unoccupied orbital energy: -0.34 eV

Structure (ORCA input):
```
! RIJCOSX wB97M-V def2-TZVPD def2/J DEFGRID3
* xyz 0 1
C -0.94467 -1.62745 -1.46446
C -0.85116 -0.98620 -0.17417
C 0.24642 -0.03891 1.89019
C 0.30000 -0.69509 0.43805
N 0.57725 2.20465 -0.38735
O 1.11914 3.29597 -0.23880
O -0.09646 2.13868 -1.52932
O 1.22168 0.86714 2.25691
I 2.22189 -1.07750 -0.17163
H -0.16007 -1.26829 -2.01939
H -1.97001 -1.47883 -1.97646
H -0.77735 -2.69719 -1.36938
H -1.67981 -0.86350 0.46765
H -0.15672 1.33256 -1.81283
H -0.77724 0.45913 1.94387
H 0.24656 -0.87090 2.74035
H 1.48055 1.30572 1.40678
*
```

Question: What is the electronic energy in the third record?
Answer: -13164.2923 eV